DFT (ωB97M-V with the def2-TZVPD basis set) results for 2 unconnected molecules or ions with the total composition C4H11N3O2 in a non-equilibrium geometry.

* SMILES string: CN=C(N)N.CC(=O)O
* Kohn-Sham gap: 9.48 eV
* energy relative to the best compared isomer or geometry (same formula, charge and spin): 39.5 kcal per mole
* HOMO level: -8.58 eV
* charge: 0
* spin multiplicity: 1

CARTESIAN COORDINATES (ANGSTROEM)
C: 2.247 1.340 -0.640
N: 1.284 0.385 -0.360
C: 1.617 -0.890 -0.020
N: 2.992 -1.432 -0.028
N: 0.723 -1.851 0.440
H: 3.252 1.212 -0.565
H: 2.081 2.137 -0.053
H: 1.952 1.705 -1.725
H: 3.774 -0.852 -0.037
H: 3.163 -2.265 0.445
H: -0.333 -1.657 0.556
H: 0.838 -2.862 -0.040
C: -3.892 0.727 0.498
C: -2.467 0.373 0.188
O: -2.090 -0.765 0.351
O: -1.707 1.317 -0.244
H: -3.983 1.793 0.187
H: -4.174 0.525 1.568
H: -4.540 0.078 -0.170
H: -0.738 0.981 -0.353